## P
DFT (ωB97M-V/def2-TZVPD) results for a molecular structure, CH4N2ORb.

Computed properties:
HOMO level in eV: -14.481
Charge: +1

Last column: Mulliken charge in e.
Atoms and positions in Å:
Rb -1.413 -0.318 -2.188  0.8550
C -0.379 0.054 0.127  1.0963
O -1.483 -0.073 -0.337  -0.8643
N 0.514 0.888 -0.225  -0.4370
N 0.196 -0.814 0.903  -0.3723
H 0.303 1.614 -0.894  0.1807
H 1.422 0.935 0.215  0.1570
H -0.281 -1.671 1.144  0.2179
H 1.121 -0.614 1.256  0.1667

## Q
DFT (ωB97M-V/def2-TZVPD) results for a molecular structure, CH4N2ORb.

Computed properties:
HOMO level in eV: -12.122
Charge: +1

Last column: Mulliken charge in e.
Atoms and positions in Å:
Rb -33.135 -5.176 1.624  0.9969
C -36.039 -1.202 -1.171  0.6468
O -34.968 -1.632 -1.557  -0.6809
N -37.125 -1.803 -1.101  -0.3165
N -36.122 -0.135 -0.470  -0.3656
H -37.936 -1.329 -0.729  0.1386
H -37.436 -2.706 -1.428  0.2046
H -37.029 0.309 -0.457  0.1789
H -35.352 0.322 -0.002  0.1973

Q is favored, and the nearest alternative lies 58.3 kcal/mol above it.

## P
DFT (ωB97M-V/def2-TZVPD) results for C3H6N2O in the gas phase.

Computed properties:
HOMO level in eV: -7.891
Charge: 0

Last column: Mulliken charge in e.
Atoms and positions in Å:
N -1.940 0.218 0.581  -0.3986
C -0.789 0.633 -0.016  0.5617
O -0.679 1.626 -0.697  -0.5515
N 0.307 -0.243 0.244  -0.1729
C 1.634 0.017 -0.353  -0.3379
C 0.985 -1.166 -0.973  -0.4389
H -2.040 -0.718 0.938  0.2096
H -2.780 0.723 0.342  0.2508
H 1.647 1.004 -0.817  0.2181
H 2.442 -0.127 0.367  0.2178
H 0.424 -0.790 -1.844  0.1136
H 0.243 -0.904 0.998  0.3284

## Q
DFT (ωB97M-V/def2-TZVPD) results for C3H6N2O in the gas phase.

Computed properties:
HOMO level in eV: -8.979
Charge: 0
SMILES: [H]/N=C/N(C)C=O

Last column: Mulliken charge in e.
Atoms and positions in Å:
H -2.703 -0.252 -1.151  0.2065
N -1.703 -0.191 -1.164  -0.5564
C -1.064 -0.465 -0.090  -0.0648
N 0.250 -0.061 -0.023  0.0635
C 1.113 -0.303 1.122  -0.8401
C 0.509 0.931 -1.040  0.0227
O 1.568 1.513 -1.084  -0.5473
H -1.485 -0.950 0.795  0.3403
H 1.922 0.428 1.068  0.3182
H 1.554 -1.306 1.104  0.2663
H 0.582 -0.178 2.076  0.3193
H -0.542 0.836 -1.613  0.4716

## R
DFT (ωB97M-V/def2-TZVPD) results for C3H6N2O in the gas phase.

Computed properties:
HOMO level in eV: -8.761
Charge: 0

Last column: Mulliken charge in e.
Atoms and positions in Å:
N -0.670 -1.762 0.859  -0.2064
C -0.901 -0.679 0.173  -0.6497
C -0.096 1.892 0.117  -0.6964
O 0.588 0.997 -0.760  -0.3723
C 0.322 -0.320 -0.613  0.9918
N 1.007 -1.226 -1.190  -0.7360
H -1.414 -2.183 1.400  0.2575
H 0.207 -2.286 0.782  0.2494
H -1.169 1.690 0.115  0.3570
H 0.112 2.899 -0.246  0.2325
H 0.284 1.787 1.140  0.2969
H 1.732 -0.808 -1.777  0.2757

Q is favored, and the nearest alternative lies 27.7 kcal/mol above it.

## P
DFT (ωB97M-V/def2-TZVPD) results for C4H7NOS in the gas phase.

Computed properties:
HOMO level in eV: -6.775
Charge: 0

Last column: Mulliken charge in e.
Atoms and positions in Å:
C 1.178 -0.585 1.014  -0.0116
C 0.095 -1.199 1.836  -0.6428
C 0.039 0.265 -0.892  0.6246
C -0.394 1.625 -1.313  -1.2110
N 1.011 0.113 -0.039  -0.2629
O -0.391 -0.805 -1.569  -0.4064
S -1.593 -0.700 1.524  -0.4545
H 2.187 -0.686 1.387  0.4097
H 0.139 -2.270 1.611  0.2510
H 0.340 -1.066 2.893  0.3160
H 0.066 2.370 -0.672  0.2952
H -1.477 1.702 -1.230  0.3568
H -0.112 1.816 -2.350  0.3676
H -1.087 -0.578 -2.200  0.3682

## Q
DFT (ωB97M-V/def2-TZVPD) results for a molecular structure, C4H7NOS.

Computed properties:
HOMO level in eV: -9.046
Charge: 0

Last column: Mulliken charge in e.
Atoms and positions in Å:
C -0.646 -1.824 -0.079  -0.7607
C -1.501 0.353 -0.121  0.1396
C 0.920 0.098 -0.158  0.4779
C 1.275 1.678 -0.006  -1.0118
H -1.699 -2.252 -0.741  0.2830
H -0.867 -2.064 1.254  0.2615
H 0.527 -2.442 -0.425  0.2446
H -1.522 1.537 -0.231  0.1899
H 0.586 2.588 -0.625  0.2829
H 2.441 1.709 -0.179  0.3244
H 1.348 2.031 1.209  0.2774
N -0.442 -0.360 -0.142  0.1431
O -2.649 -0.099 0.191  -0.5559
S 2.230 -0.954 0.054  -0.2958

P is favored, and the nearest alternative lies 60.6 kcal/mol above it.